Entry 1:
DFT (ωB97M-V/def2-TZVPD) results for a structure of composition C41H37FeGeN7S.

XYZ file:
```
88
Properties=species:S:1:pos:R:3
Fe -0.158 0.019 -0.201
N 3.406 2.085 1.766
C 2.238 1.234 1.801
S 2.246 0.042 0.363
N -0.278 1.105 2.421
N -0.247 -0.063 1.725
C -0.684 -1.201 2.245
C -0.726 -2.313 1.397
C -1.036 -3.638 1.810
C -0.932 -4.675 0.928
C -0.510 -4.406 -0.405
C -0.296 -3.092 -0.771
N -0.426 -2.048 0.046
H 3.222 2.929 1.236
H 3.642 2.346 2.719
H -0.925 -1.267 3.303
H -1.344 -3.797 2.839
H -1.159 -5.690 1.235
H -0.369 -5.204 -1.121
H -0.026 -2.841 -1.791
N -0.245 2.309 -0.176
C 0.169 3.398 0.568
C 0.081 4.678 0.006
C 0.552 5.796 0.671
C 1.118 5.658 1.928
C 1.207 4.391 2.495
C 0.743 3.253 1.852
C 0.956 1.860 2.437
C 1.207 1.856 3.931
C 1.737 0.857 4.729
C 2.305 -0.393 4.452
C 2.500 -0.950 3.160
C 2.491 -0.152 2.080
H -0.719 2.523 -1.039
H -0.707 1.545 0.339
H -0.354 4.772 -0.985
H 0.483 6.774 0.206
H 1.508 6.519 2.461
H 1.677 4.284 3.466
H 0.707 2.663 4.457
H 1.653 1.068 5.794
H 2.562 -1.015 5.305
H 2.682 -2.015 3.056
N -3.113 -0.880 -0.084
C -4.430 -0.805 -0.343
C -4.699 0.520 -0.609
C -3.456 1.160 -0.493
N -2.501 0.300 -0.170
H -2.526 -1.687 0.092
H -5.067 -1.673 -0.315
H -5.652 0.958 -0.849
H -3.229 2.205 -0.625
C -0.221 -0.001 -2.111
Ge 1.445 -0.097 -2.978
C 2.670 1.403 -2.506
C 4.049 1.284 -2.341
C 4.844 2.390 -2.076
C 4.273 3.651 -1.978
C 2.905 3.795 -2.169
C 2.121 2.681 -2.437
C 1.481 0.265 -4.970
C 2.702 0.296 -5.649
C 2.780 0.637 -6.991
C 1.626 0.959 -7.697
C 0.401 0.935 -7.041
C 0.338 0.594 -5.695
C 2.481 -1.833 -2.997
C 3.412 -2.252 -2.044
C 3.898 -3.553 -2.029
C 3.459 -4.480 -2.963
C 2.531 -4.086 -3.920
C 2.056 -2.784 -3.929
H -1.027 -0.513 -2.657
H 4.512 0.305 -2.407
H 5.912 2.269 -1.927
H 4.890 4.516 -1.759
H 2.450 4.776 -2.096
H 1.052 2.790 -2.595
H 3.610 0.047 -5.107
H 3.741 0.661 -7.497
H 1.681 1.233 -8.745
H -0.503 1.189 -7.585
H -0.619 0.586 -5.181
H 3.760 -1.554 -1.292
H 4.619 -3.849 -1.273
H 3.826 -5.500 -2.941
H 2.173 -4.804 -4.652
H 1.324 -2.488 -4.677
```

## Properties
E_HOMO (alpha / beta), eV: 0.306 / -0.172
ΔE to the lowest compared entry with this formula, charge and spin, kcal/mol: 70.8
Spin multiplicity: 5
Lowest unoccupied orbital energy (alpha / beta), eV: 4.671 / 4.648
Charge: -2

---

Entry 2:
DFT (ωB97M-V/def2-TZVPD) results for a cluster of 6 separate species, C41H38BF8N3O15PS2 in total.

XYZ file:
```
109
Properties=species:S:1:pos:R:3
O 2.691 -2.881 -4.465
B 1.853 -2.171 -3.524
O 2.028 -2.495 -2.146
N 0.928 -1.142 -4.094
C -0.077 -1.714 -5.063
C -1.589 -1.614 -4.593
C -1.839 -1.989 -3.069
S -3.532 -1.319 -2.601
P -1.870 -3.841 -2.703
O -1.289 -4.159 -1.127
O -3.438 -4.505 -2.729
S -0.799 -4.914 -3.935
N -0.726 -1.394 -2.270
C 0.104 -0.512 -3.038
N 0.182 0.796 -2.944
C -0.635 1.537 -1.948
C 0.272 1.847 -0.670
O 1.140 0.728 -0.312
C 2.377 1.293 0.156
C 3.303 0.271 0.927
F 4.620 0.791 0.836
F 3.375 -1.000 0.296
C 3.000 0.134 2.482
F 3.947 -0.740 3.025
F 3.265 1.395 3.079
C 1.513 -0.287 2.841
F 1.467 -0.406 4.252
F 0.565 0.717 2.541
C 1.058 -1.701 2.269
F 1.607 -2.756 3.024
F -0.345 -1.781 2.497
H 3.291 -2.174 -4.799
H 2.045 -1.706 -1.570
H 0.268 -2.751 -5.355
H 0.000 -1.082 -6.019
H -2.057 -0.600 -4.853
H -2.178 -2.375 -5.215
H -3.940 -2.163 -1.560
H -0.501 -3.606 -0.945
H -3.391 -5.275 -3.351
H -1.022 -1.019 -1.364
H 0.817 1.300 -3.582
H -1.627 1.050 -1.712
H -0.873 2.556 -2.418
H 0.987 2.694 -0.969
H -0.312 2.220 0.225
H 2.965 1.642 -0.763
H 2.230 2.210 0.825
H 1.190 -1.835 1.157
C -2.922 5.439 -6.343
C -2.739 5.380 -5.024
C -2.199 4.166 -4.379
O -2.033 4.112 -3.171
C -1.869 3.018 -5.252
C -2.052 3.076 -6.571
C -2.593 4.293 -7.217
O -2.758 4.346 -8.417
H -3.317 6.321 -6.832
H -2.974 6.211 -4.370
H -1.474 2.136 -4.763
H -1.817 2.246 -7.225
C 2.925 3.627 8.333
C 1.643 3.488 7.991
C 1.256 2.868 6.706
O 0.088 2.743 6.390
C 2.344 2.406 5.816
C 3.625 2.545 6.158
C 4.012 3.165 7.444
O 5.179 3.290 7.756
H 3.227 4.079 9.269
H 0.835 3.820 8.630
H 2.042 1.955 4.882
H 4.433 2.213 5.518
C -6.810 -5.019 -6.692
C -8.054 -4.602 -6.454
C -8.505 -4.280 -5.082
O -9.638 -3.902 -4.863
C -7.523 -4.437 -3.987
C -6.280 -4.854 -4.227
C -5.830 -5.175 -5.596
O -4.692 -5.554 -5.812
H -6.462 -5.259 -7.689
H -8.784 -4.480 -7.244
H -7.870 -4.197 -2.989
H -5.549 -4.977 -3.439
C 4.680 -5.697 7.071
C 3.899 -5.140 7.997
C 2.688 -4.378 7.621
O 1.976 -3.868 8.464
C 2.376 -4.260 6.180
C 3.157 -4.817 5.255
C 4.368 -5.579 5.630
O 5.079 -6.089 4.787
H 5.570 -6.257 7.328
H 4.112 -5.217 9.056
H 1.486 -3.700 5.924
H 2.944 -4.740 4.196
C 0.843 7.267 3.328
C 0.556 6.708 2.152
C 1.348 5.577 1.627
O 1.086 5.066 0.551
C 2.470 5.087 2.456
C 2.758 5.644 3.632
C 1.966 6.777 4.158
O 2.226 7.284 5.229
H 0.274 8.097 3.728
H -0.263 7.054 1.533
H 3.040 4.256 2.057
H 3.577 5.298 4.251
```

## Properties
E_HOMO, eV: -11.464
Spin multiplicity: 1
Lowest unoccupied orbital energy, eV: -4.320
Charge: +1

---

Entry 3:
DFT (ωB97M-V/def2-TZVPD) results for a structure of composition C41H38N4O3P2Pb.

XYZ file:
```
89
Properties=species:S:1:pos:R:3
Pb -0.154 0.017 -0.847
C -0.377 -2.211 1.984
P -0.757 -2.437 0.204
C 0.443 -3.589 -0.488
C 0.096 -4.256 -1.665
C 1.048 -4.998 -2.347
C 2.351 -5.065 -1.871
C 2.704 -4.387 -0.714
C 1.756 -3.644 -0.024
C -2.391 -3.188 0.205
C -2.563 -4.569 0.278
C -3.843 -5.095 0.373
C -4.944 -4.250 0.402
C -4.774 -2.875 0.333
C -3.499 -2.342 0.229
C -0.882 -0.924 2.538
C -1.163 -0.669 3.939
C -1.389 0.666 4.031
C -1.241 1.172 2.688
C -1.223 2.613 2.340
P -2.009 3.151 0.776
C -3.195 4.413 1.095
C -3.069 5.705 0.564
C -3.991 6.672 0.916
C -5.049 6.354 1.759
C -5.199 5.064 2.264
C -4.281 4.092 1.931
C -0.813 3.667 -0.423
C 0.566 3.751 -0.192
C 1.410 4.090 -1.232
C 0.897 4.327 -2.504
C -0.468 4.236 -2.744
C -1.324 3.898 -1.711
N -0.986 0.200 1.802
H 0.712 -2.173 2.091
H -0.746 -3.063 2.557
H -0.915 -4.198 -2.051
H 0.768 -5.532 -3.245
H 3.090 -5.652 -2.399
H 3.717 -4.436 -0.341
H 2.060 -3.109 0.865
H -1.708 -5.233 0.262
H -3.979 -6.166 0.428
H -5.939 -4.667 0.475
H -5.635 -2.220 0.352
H -3.366 -1.268 0.158
H -1.155 -1.404 4.727
H -1.594 1.252 4.912
H -0.181 2.912 2.184
H -1.637 3.228 3.139
H -2.246 5.950 -0.093
H -3.886 7.678 0.535
H -5.766 7.119 2.026
H -6.035 4.827 2.906
H -4.396 3.085 2.315
H 0.996 3.582 0.786
H 2.473 4.175 -1.049
H 1.568 4.586 -3.312
H -0.864 4.424 -3.732
H -2.387 3.814 -1.903
O 3.476 0.047 -0.469
C 2.805 0.053 0.561
O 1.524 -0.145 0.610
C 3.448 0.326 1.884
C 2.714 0.238 3.066
C 3.318 0.495 4.287
C 4.660 0.851 4.332
C 5.395 0.945 3.158
C 4.792 0.680 1.938
H 1.668 -0.035 3.020
H 2.748 0.415 5.203
H 5.133 1.053 5.284
H 6.440 1.218 3.196
H 5.354 0.742 1.016
C 3.215 -2.079 -5.536
N 2.189 -1.734 -4.572
C 0.764 -1.765 -4.846
C 0.211 -1.288 -3.518
O -0.969 -1.157 -3.218
N 1.234 -1.015 -2.667
C 2.385 -1.291 -3.323
N 3.559 -1.144 -2.749
H 2.810 -2.813 -6.229
H 4.066 -2.539 -5.037
H 3.552 -1.209 -6.102
H 0.411 -2.774 -5.069
H 0.469 -1.100 -5.660
H 3.578 -0.783 -1.785
H 4.411 -1.292 -3.259
```

## Properties
E_HOMO (alpha / beta), eV: -13.131 / -13.137
ΔE to the lowest compared entry with this formula, charge and spin, kcal/mol: 14.0
Spin multiplicity: 1
Lowest unoccupied orbital energy (alpha / beta), eV: -8.160 / -6.882
Charge: +2

---

Entry 4:
DFT (ωB97M-V/def2-TZVPD) results for a cluster of 7 separate species, C41H38O15P in total.

XYZ file:
```
95
Properties=species:S:1:pos:R:3
C -4.912 -5.878 -1.305
C -4.264 -6.118 0.069
O -4.249 -4.971 0.864
P -2.907 -3.864 0.566
C -1.432 -2.639 0.372
C -1.823 -1.221 -0.028
O -1.342 -0.771 -1.337
C -2.013 -1.128 -2.416
O -2.628 -2.145 -2.596
H -5.268 -4.861 -1.380
H -4.218 -6.066 -2.130
H -5.773 -6.534 -1.472
H -4.847 -6.879 0.605
H -3.256 -6.545 -0.048
H -1.980 -4.781 1.258
H -2.586 -4.520 -0.704
H -3.819 -2.947 -0.136
H -3.249 -3.227 1.849
H -0.746 -3.020 -0.393
H -0.884 -2.595 1.316
H -2.902 -1.062 0.052
H -1.340 -0.517 0.652
H -1.943 -0.372 -3.218
C 0.539 3.741 2.635
C -0.473 4.594 2.498
C -1.443 4.455 1.379
O -2.363 5.233 1.246
C -1.238 3.332 0.430
C -0.223 2.482 0.569
C 0.747 2.620 1.684
O 1.678 1.855 1.815
H 1.260 3.819 3.441
H -0.635 5.419 3.180
H -1.957 3.249 -0.374
H -0.062 1.656 -0.114
C 0.192 -2.840 -4.261
C 0.565 -1.917 -5.145
C 1.786 -2.078 -5.970
O 2.123 -1.230 -6.773
C 2.582 -3.314 -5.779
C 2.216 -4.245 -4.902
C 0.992 -4.080 -4.074
O 0.669 -4.929 -3.274
H -0.698 -2.739 -3.653
H 0.001 -1.005 -5.303
H 3.469 -3.410 -6.393
H 2.776 -5.159 -4.739
C -5.380 -1.700 -4.468
C -5.583 -2.659 -3.568
C -6.956 -3.001 -3.110
O -7.141 -3.872 -2.292
C -8.087 -2.229 -3.690
C -7.876 -1.272 -4.589
C -6.504 -0.934 -5.050
O -6.324 -0.058 -5.873
H -4.389 -1.433 -4.811
H -4.769 -3.219 -3.122
H -9.077 -2.492 -3.339
H -8.682 -0.695 -5.027
C 2.276 10.059 4.011
C 1.077 9.501 4.152
C 0.757 8.197 3.521
O -0.338 7.691 3.648
C 1.827 7.536 2.728
C 3.026 8.095 2.590
C 3.344 9.401 3.221
O 4.443 9.903 3.105
H 2.533 11.005 4.468
H 0.287 9.959 4.731
H 1.573 6.586 2.276
H 3.821 7.633 2.018
C 4.330 -7.855 -2.800
C 5.100 -8.628 -2.039
C 6.308 -9.291 -2.589
O 7.012 -9.997 -1.899
C 6.627 -9.059 -4.022
C 5.858 -8.287 -4.783
C 4.651 -7.624 -4.230
O 3.948 -6.918 -4.920
H 3.441 -7.362 -2.424
H 4.887 -8.812 -0.993
H 7.513 -9.553 -4.399
H 6.068 -8.103 -5.829
C 2.851 8.630 9.245
C 3.869 8.011 9.835
C 4.956 7.385 9.040
O 5.884 6.822 9.578
C 4.861 7.475 7.560
C 3.842 8.094 6.971
C 2.757 8.722 7.766
O 1.829 9.290 7.230
H 2.047 9.093 9.803
H 3.959 7.932 10.911
H 5.664 7.012 7.001
H 3.755 8.171 5.894
```

## Properties
E_HOMO, eV: -3.502
Spin multiplicity: 1
Lowest unoccupied orbital energy, eV: -0.807
Charge: -1

---

Entry 5:
DFT (ωB97M-V/def2-TZVPD) results for a structure of composition C41H39BiBrN8OS.

XYZ file:
```
92
Properties=species:S:1:pos:R:3
Bi 0.077 0.656 0.188
Br 2.149 3.624 -6.781
C 1.361 3.143 -5.121
C 1.252 4.082 -4.102
C 0.729 3.707 -2.892
C 0.301 2.387 -2.614
O -0.159 2.200 -1.392
C 0.347 1.457 -3.698
C -0.198 0.119 -3.745
N -0.445 -0.711 -2.811
C -0.867 -1.980 -3.224
C -0.320 -2.574 -4.345
C -0.707 -3.848 -4.778
C -1.635 -4.558 -4.075
C -2.180 -4.020 -2.891
C -3.110 -4.741 -2.114
C -3.573 -4.205 -0.948
C -3.102 -2.937 -0.571
N -2.269 -2.213 -1.276
C -1.795 -2.727 -2.436
C 0.886 1.875 -4.932
H 1.581 5.097 -4.268
H 0.652 4.429 -2.090
H -0.433 -0.182 -4.772
H 0.455 -2.054 -4.893
H -0.264 -4.263 -5.672
H -1.956 -5.540 -4.397
H -3.443 -5.711 -2.462
H -4.292 -4.721 -0.328
H -3.439 -2.508 0.364
H 0.944 1.161 -5.743
C -2.704 1.139 1.849
N -2.164 1.591 0.557
C -3.034 1.203 -0.559
C -1.928 3.020 0.666
C -2.866 3.965 0.301
C -2.620 5.314 0.518
C -1.429 5.701 1.112
C -0.479 4.760 1.471
C -0.713 3.400 1.256
N 0.200 2.392 1.495
C 1.331 2.519 2.290
C 1.342 3.153 3.532
C 2.500 3.192 4.290
C 3.654 2.570 3.841
C 3.655 1.933 2.609
C 2.513 1.920 1.829
N 2.483 1.433 0.462
C 3.427 0.357 0.178
C 2.733 2.585 -0.421
H -3.603 1.709 2.103
H -2.956 0.084 1.795
H -1.955 1.292 2.624
H -4.080 1.441 -0.352
H -2.711 1.735 -1.450
H -2.939 0.131 -0.722
H -3.797 3.665 -0.159
H -3.357 6.050 0.231
H -1.229 6.750 1.286
H 0.458 5.073 1.909
H 0.439 3.628 3.889
H 2.500 3.709 5.240
H 4.560 2.602 4.428
H 4.568 1.474 2.257
H 4.467 0.678 0.291
H 3.234 -0.478 0.849
H 3.289 0.040 -0.855
H 3.695 3.048 -0.183
H 2.738 2.264 -1.462
H 1.945 3.323 -0.284
C -1.657 -1.718 4.957
N -1.031 -2.626 4.024
C -1.183 -3.992 4.050
C -0.381 -4.509 3.108
N 0.288 -3.457 2.493
C -0.133 -2.278 3.066
S 0.358 -0.691 2.816
C 1.232 -3.653 1.457
C 1.857 -4.893 1.335
C 2.732 -5.088 0.283
C 2.949 -4.055 -0.611
C 2.308 -2.854 -0.375
N 1.472 -2.644 0.637
H -2.664 -2.063 5.182
H -1.687 -0.724 4.518
H -1.081 -1.665 5.882
H -1.853 -4.466 4.743
H -0.234 -5.529 2.813
H 1.698 -5.680 2.056
H 3.244 -6.033 0.173
H 3.604 -4.178 -1.460
H 2.447 -2.012 -1.039
```

## Properties
E_HOMO, eV: -9.550
ΔE to the lowest compared entry with this formula, charge and spin, kcal/mol: 13.7
Spin multiplicity: 1
Lowest unoccupied orbital energy, eV: -2.357
Charge: +1

---

The records above yield electronic energy values of -155278.731 -131681.358 -79050.072 -83125.535 -143831.841 eV, respectively.